Entry w
Here is one molecule with the formula C3H5I from the Open Molecules 2025 dataset. Energies are from ωB97M-V/def2-TZVPD.

Properties
E_HOMO	-8.3	eV
E_LUMO	0.61	eV
structure (SMILES)	C/C=C/I
HOMO-LUMO gap	0.3289	Ha

Bonds (Å) are listed after each position.
Atoms and positions in Å:
1 C 0.6732 0.9084 0.5898  C2 1.498, H5 1.091, H6 1.107, H7 1.085
2 C 0.1330 -0.4716 0.3721  C1 1.498, C3 1.523, H8 1.037
3 C -0.7583 -0.6552 -0.8494  C2 1.523, I4 2.088, H9 1.088
4 I -1.3845 -2.5862 -1.3381  C3 2.088
5 H 1.5258 0.9749 1.2675  C1 1.091
6 H 0.9988 1.4413 -0.3244  C1 1.107
7 H -0.2206 1.5027 0.7509  C1 1.085
8 H 0.1060 -1.2839 1.0159  C2 1.037
9 H -1.0736 0.1697 -1.4844  C3 1.088



Entry x
Here is one molecule with the formula C3H5I from the Open Molecules 2025 dataset. Energies are from ωB97M-V/def2-TZVPD.

Properties
E_HOMO	-8.7	eV
E_LUMO	0.53	eV
structure (SMILES)	IC1CC1
HOMO-LUMO gap	0.3377	Ha

Bonds (Å) are listed after each position.
Atoms and positions in Å:
1 I -2.7175 0.0012 0.0000  C2 2.096
2 C -0.7347 0.3692 0.5723  I1 2.096, C3 1.515, C4 1.874, H5 0.989
3 C 0.3271 0.4667 -0.5042  C2 1.515, C4 1.488, H6 0.995, H7 1.095
4 C 0.6430 -0.8305 0.1539  C2 1.874, C3 1.488, H8 1.126, H9 1.109
5 H -0.4007 0.7412 1.4252  C2 0.989
6 H 0.9122 1.2670 -0.4153  C3 0.995
7 H -0.0684 0.5092 -1.5246  C3 1.095
8 H 0.5539 -1.6772 -0.5835  C4 1.126
9 H 1.4850 -0.8468 0.8761  C4 1.109



entry w is preferred energetically. Next in line: 0.695 eV higher.